C47H121N18O14P3Zn as an isolated structure in a non-equilibrium geometry, computed with ωB97M-V/def2-TZVPD.

Calculated values
E_LUMO = -0.1 eV
HOMO-LUMO gap = 0.26466 Eh
calculated total energy = -6705.985341 a.u.
net charge = 0

Each line ends with the Mulliken charge.
Geometry (Å):
1 Zn 2.372 2.323 0.593  1.017
2 P -2.674 -2.299 -5.042  0.294
3 P 4.637 -4.254 -1.669  0.545
4 P -2.495 -3.896 3.508  0.298
5 O 0.902 2.271 2.031  0.172
6 O -4.211 1.626 5.194  -0.628
7 O -1.586 -2.337 -6.081  -0.907
8 O -3.746 2.921 -3.049  -0.843
9 O 1.243 1.068 -0.650  -0.606
10 O 4.646 -3.402 -2.857  -0.979
11 O 4.064 2.450 -0.689  -0.170
12 O 1.104 -0.654 5.586  -0.577
13 O -2.974 -4.954 4.447  -0.800
14 O -6.541 1.811 0.670  -0.760
15 O 0.631 3.854 -5.106  -0.705
16 O 1.935 4.170 -0.328  -0.326
17 O -0.648 5.823 3.838  -0.586
18 O 3.686 0.704 1.316  -0.213
19 N 0.028 4.986 0.532  0.802
20 N -4.946 1.632 -0.892  0.294
21 N 0.065 1.185 5.184  1.050
22 N -3.395 -3.808 1.994  0.235
23 N 5.440 0.989 -1.765  0.191
24 N -3.892 -1.113 -5.366  0.694
25 N -0.829 -4.114 3.046  0.053
26 N 5.145 -5.835 -1.963  0.372
27 N -3.571 -3.727 -4.734  0.487
28 N -2.028 2.974 -4.394  0.191
29 N 5.890 -3.723 -0.618  0.581
30 N -2.600 -2.333 4.216  0.380
31 N 2.815 3.373 -4.898  -0.050
32 N 5.198 -0.588 2.418  -0.116
33 N 1.229 4.646 4.288  0.327
34 N -2.075 -1.986 -3.435  0.711
35 N -4.703 2.436 3.036  0.165
36 N 3.212 -4.334 -0.741  0.670
37 C 2.909 -3.257 0.190  -0.650
38 C 6.437 -0.290 1.639  -0.264
39 C -0.098 1.359 1.608  3.177
40 C 1.766 3.859 -5.545  0.591
41 C -3.525 3.361 2.885  -0.270
42 C -4.908 -3.893 2.060  -0.912
43 C -1.378 -3.041 -2.704  -1.233
44 C -2.555 2.984 -3.185  0.658
45 C -6.160 0.797 4.236  -1.012
46 C -1.046 5.950 0.690  -0.846
47 C 7.129 -3.180 -1.256  -1.170
48 C -6.171 1.985 -0.505  0.760
49 C -3.450 -4.942 -5.494  -1.139
50 C -4.917 1.671 4.169  0.693
51 C 0.475 0.263 6.035  0.823
52 C 4.544 -0.165 -1.729  -0.032
53 C 6.201 3.171 -1.370  -1.514
54 C -4.200 -0.731 -6.763  -1.185
55 C -0.512 -5.295 2.157  -1.008
56 C 1.045 5.029 -0.309  0.464
57 C -1.526 3.022 -2.063  0.664
58 C 0.427 5.729 4.443  0.748
59 C 0.123 0.305 7.499  -1.359
60 C 0.715 6.871 5.481  -1.293
61 C 3.974 -0.070 2.247  -0.318
62 C 2.853 2.786 -3.566  -0.344
63 C -4.704 -3.747 -3.895  -1.026
64 C -7.115 2.430 -1.624  -1.020
65 C 2.874 -0.659 3.104  0.393
66 C 5.943 -4.136 0.744  -0.996
67 C -1.690 -0.680 -2.948  -0.667
68 C -3.954 0.905 -0.101  -0.154
69 C -4.785 -0.586 -4.376  -1.087
70 C 0.317 0.539 0.282  0.844
71 C -2.368 -1.062 3.494  0.548
72 C 2.450 4.312 5.016  -1.067
73 C 1.991 -4.907 -1.307  -1.180
74 C -2.894 -3.071 0.782  -0.872
75 C -0.911 2.228 5.458  -1.111
76 C 5.143 2.151 -1.208  0.431
77 C 0.224 -3.120 3.040  -0.055
78 C -2.374 -2.260 5.699  -1.115
79 C 1.273 6.203 -1.226  -1.457
80 C 5.639 -6.172 -3.341  -1.020
81 C 5.132 -6.924 -1.078  -1.027
82 C 2.073 4.587 -6.849  -1.261
83 C -2.678 2.848 -5.675  -1.009
84 H -5.205 -4.695 2.736  0.270
85 H 1.789 7.041 5.405  0.372
86 H 0.557 -5.492 2.239  0.421
87 H 4.899 -0.823 -2.522  0.490
88 H -6.805 0.862 3.361  0.215
89 H -6.634 2.185 -2.570  0.119
90 H 7.001 2.935 -2.071  0.344
91 H -0.053 -2.436 3.842  -0.557
92 H 5.261 -4.962 0.942  0.361
93 H 0.763 -0.313 8.128  0.315
94 H 6.973 -4.459 0.892  0.474
95 H -4.866 -2.830 -3.328  0.164
96 H -2.038 -3.437 -1.933  0.015
97 H -6.698 0.992 5.164  0.372
98 H 7.784 -4.010 -1.524  0.344
99 H 2.313 -5.794 -1.853  0.406
100 H -3.314 -0.904 -7.374  0.342
101 H -8.068 1.911 -1.726  0.368
102 H -0.942 -3.777 -3.380  0.517
103 H -0.784 -5.080 1.123  0.208
104 H 2.159 4.078 6.040  0.317
105 H -0.559 3.141 -2.550  -0.271
106 H 1.976 2.217 -3.258  -0.039
107 H -3.686 4.251 2.278  0.422
108 H 6.547 3.192 -0.337  0.403
109 H -3.401 -3.516 -0.074  0.630
110 H -3.126 3.721 3.834  0.534
111 H 1.173 -3.506 3.410  0.590
112 H 3.169 5.127 4.935  0.394
113 H -0.244 0.711 2.472  -1.187
114 H -3.305 -0.736 3.041  -0.355
115 H -3.445 0.099 -0.630  -0.625
116 H 5.354 -7.184 -3.630  0.318
117 H -0.590 0.154 -0.184  -1.372
118 H -2.493 1.874 -6.129  0.233
119 H 1.247 4.543 -7.560  0.334
120 H -2.298 3.659 -6.296  0.372
121 H 7.207 -0.025 2.363  0.497
122 H 2.926 3.536 -2.778  0.053
123 H -7.238 3.507 -1.511  0.255
124 H -4.642 2.125 -1.719  0.359
125 H 3.748 -2.573 0.316  -0.388
126 H 0.130 7.776 5.320  0.335
127 H 3.531 0.158 -1.968  -0.259
128 H 2.937 3.441 4.577  0.225
129 H -2.983 -3.042 6.153  0.472
130 H -2.656 2.800 2.539  -0.511
131 H 6.314 0.865 -2.256  0.266
132 H -5.288 -4.068 1.053  0.348
133 H -5.097 -1.271 -7.067  0.310
134 H -3.692 -5.771 -4.829  0.392
135 H -1.338 -2.483 5.955  0.289
136 H -1.842 5.516 1.295  -0.124
137 H 5.247 -1.328 3.104  0.306
138 H -1.092 1.806 1.586  -1.714
139 H 3.349 -1.447 3.690  0.738
140 H -1.632 -1.226 2.707  0.005
141 H -2.750 -1.330 6.124  0.344
142 H -2.323 0.116 -3.340  -0.064
143 H 0.946 3.994 3.570  -0.268
144 H 0.892 7.170 -0.899  0.420
145 H 3.712 2.120 -3.490  0.254
146 H 2.641 -3.571 1.199  0.105
147 H 0.386 1.081 4.233  -0.684
148 H 2.265 5.630 -6.598  0.273
149 H -5.368 2.456 2.277  0.145
150 H 0.740 -0.396 0.649  -0.028
151 H 5.048 -7.904 -1.549  0.333
152 H -5.795 -0.219 4.391  0.200
153 H -2.457 -5.267 -5.806  0.282
154 H -1.626 -0.534 -1.870  -0.203
155 H -3.756 2.881 -5.514  0.368
156 H -4.378 0.530 0.830  0.591
157 H -1.203 2.689 4.514  -0.086
158 H -0.715 6.809 1.275  0.379
159 H -2.096 -0.247 4.164  -0.429
160 H -5.290 -2.926 2.388  0.258
161 H -4.543 -0.852 -3.347  0.211
162 H 3.732 3.400 -5.319  0.271
163 H 0.418 6.421 6.429  0.309
164 H -1.808 1.843 5.943  0.572
165 H -0.692 -0.460 -3.328  0.627
166 H 7.583 -2.411 -0.631  0.334
167 H 5.757 -3.317 1.438  -0.127
168 H 2.174 -2.581 -0.247  0.553
169 H 0.814 5.952 -2.182  0.279
170 H -0.505 3.038 6.063  0.277
171 H 2.032 -0.990 2.497  -0.624
172 H -1.820 -3.156 0.616  -0.083
173 H -4.460 0.319 -6.898  0.346
174 H 2.947 4.246 -7.403  0.384
175 H 4.376 -6.752 -0.312  0.320
176 H 5.822 4.172 -1.579  0.284
177 H 1.224 -5.203 -0.592  0.191
178 H -1.034 3.089 -4.535  0.069
179 H -5.838 -0.768 -4.592  0.313
180 H 5.317 -5.423 -4.065  0.281
181 H -3.123 1.531 0.226  -0.143
182 H 0.046 4.199 1.165  -0.480
183 H -4.563 0.477 -4.469  0.203
184 H 6.321 0.594 1.012  -0.016
185 H 2.347 6.228 -1.405  0.339
186 H -1.432 6.254 -0.282  0.449
187 H 6.724 -6.079 -3.370  0.313
188 H -3.225 -2.037 0.690  0.307
189 H -4.096 -4.874 -6.369  0.297
190 H -4.582 -4.588 -3.212  0.437
191 H 2.458 0.098 3.769  -0.331
192 H 6.804 -1.072 0.974  -0.146
193 H -1.539 3.925 -1.452  0.108
194 H 6.071 -6.868 -0.528  0.286
195 H 1.573 -4.324 -2.128  0.518
196 H -0.932 0.041 7.575  0.232
197 H -1.464 2.136 -1.432  -0.532
198 H 4.596 -0.678 -0.769  -0.354
199 H 6.931 -2.707 -2.218  0.277
200 H 0.252 -2.689 2.039  0.198
201 H -1.049 -6.120 2.624  0.348
202 H -5.681 -3.872 -4.361  0.302
203 H -0.501 -2.653 -2.186  0.492
204 H 0.322 1.357 7.700  0.419

C26H19F8N8S3SbSe4W as an isolated structure, computed with ωB97M-V/def2-TZVPD.

Calculated values
E_LUMO (spin up / spin down) = -2.4 / -2.4 eV
ΔE to the lowest compared entry with this formula, charge and spin = 8.602 eV
HOMO-LUMO gap (spin up / spin down) = 0.18517 / 0.18521 Eh
calculated total energy = -13346.490296 a.u.
net charge = 0

Each line ends with the Mulliken charge.
Geometry (Å):
1 W 1.446 -0.666 -0.229  -0.168
2 Sb 0.730 -6.102 -1.073  0.693
3 Se 2.543 -5.985 0.473  -0.463
4 Se 1.077 -2.744 -0.991  0.157
5 Se -1.321 -5.071 -0.364  -0.501
6 Se 1.054 -6.795 -3.302  -0.487
7 S 1.327 -0.084 -2.755  -0.317
8 S 3.786 -0.824 -1.105  -0.357
9 S 2.222 1.768 -0.181  -0.455
10 F -8.138 0.009 -0.589  -0.261
11 F 1.423 3.580 3.302  -0.389
12 F 3.461 4.718 1.404  -0.357
13 F -7.818 -0.107 -2.723  -0.253
14 F 4.475 3.276 4.144  -0.339
15 F -7.942 -1.922 -1.551  -0.274
16 F 5.253 1.617 1.070  -0.145
17 F 3.115 0.449 3.152  -0.191
18 N 0.598 3.047 -4.889  -0.857
19 N -0.502 2.590 -1.570  -0.618
20 N 3.769 -2.363 1.120  -1.464
21 N 1.087 1.822 -4.548  0.285
22 N 5.535 -2.623 -0.280  -0.436
23 N 0.089 2.500 -2.817  0.371
24 N 0.504 -0.319 1.724  0.481
25 N 2.608 -1.698 1.359  0.979
26 C -7.470 -0.667 -1.546  0.868
27 C 2.074 -3.446 3.029  -1.914
28 C -1.814 -0.369 -0.768  0.352
29 C 4.357 -2.029 0.006  0.660
30 C -0.702 4.745 -3.653  -1.270
31 C 1.832 -2.194 2.274  0.862
32 C -1.325 -0.789 3.724  -0.737
33 C 1.701 2.415 2.663  0.404
34 C -3.837 -1.672 -1.217  -0.580
35 C 2.449 2.429 1.422  0.545
36 C 0.627 -1.407 2.517  0.575
37 C -3.233 -0.440 -0.960  0.263
38 C -1.383 0.378 2.985  -1.392
39 C -5.985 -0.611 -1.328  0.331
40 C 4.791 2.642 1.759  -0.400
41 C 4.070 2.704 2.999  0.391
42 C -4.032 0.705 -0.888  -0.384
43 C 2.938 1.748 2.946  0.306
44 C -5.207 -1.756 -1.402  -0.739
45 C -5.398 0.622 -1.071  -1.065
46 C -0.470 0.559 1.959  -0.215
47 C -0.303 -1.703 3.488  -0.744
48 C -0.611 -0.331 -0.643  0.252
49 C 0.799 1.443 -3.299  0.480
50 C 3.597 3.410 1.641  0.010
51 C 0.003 3.454 -3.819  0.962
52 H -6.014 1.510 -1.009  0.381
53 H 5.809 -3.405 0.292  0.241
54 H -5.668 -2.713 -1.604  0.468
55 H 1.624 1.282 -5.207  0.154
56 H -0.328 5.283 -2.782  0.297
57 H -2.065 -0.988 4.488  0.460
58 H 0.032 3.211 -0.973  0.228
59 H 1.940 -3.285 4.100  0.487
60 H -1.468 2.870 -1.672  0.215
61 H -3.573 1.662 -0.675  0.424
62 H -0.536 5.345 -4.543  0.369
63 H -3.218 -2.558 -1.281  0.475
64 H 3.070 -3.823 2.832  0.448
65 H -0.222 -2.617 4.056  0.583
66 H 5.868 -2.594 -1.227  0.233
67 H -1.776 4.594 -3.529  0.306
68 H -2.151 1.118 3.157  0.552
69 H 1.354 -4.200 2.695  0.356
70 H -0.526 1.393 1.278  0.869